No. 1
{
  "formula": "C45H40N8O2P2RuSe2",
  "method": "ωB97M-V with the def2-TZVPD basis set",
  "multiplicity": 5,
  "orbital_gap_ha": [0.182, 0.130],
  "s2": 6.0967,
  "charge": 2,
  "e_above_lowest_kcal_mol": 107.35,
  "elements": ["Ru", "C", "C", "N", "N", "C", "O", "C", "C", "C", "C", "C", "C", "C", "C", "C", "C", "C", "N", "H", "H", "H", "H", "H", "H", "H", "H", "H", "H", "H", "H", "Se", "P", "C", "C", "C", "C", "C", "C", "C", "C", "C", "C", "C", "C", "C", "C", "N", "N", "N", "P", "Se", "C", "C", "C", "C", "C", "C", "C", "C", "C", "C", "C", "C", "H", "H", "H", "H", "H", "H", "H", "H", "H", "H", "H", "H", "H", "H", "H", "H", "H", "H", "H", "H", "N", "C", "N", "C", "C", "O", "C", "C", "H", "H", "H", "H", "H", "H", "H", "H"],
  "positions_angstrom": [[0.3952, -0.1446, -0.2829], [2.9272, -2.4750, 2.2661], [1.9430, -1.5374, 1.6517], [1.5559, -1.6080, 0.3875], [1.8523, -2.5367, -0.4750], [0.9793, -2.6253, -1.4913], [-0.1213, -1.9953, -1.4552], [1.3379, -3.4408, -2.6520], [0.5275, -3.3730, -3.7903], [0.8815, -4.0528, -4.9373], [2.0398, -4.8179, -4.9578], [2.8363, -4.9085, -3.8260], [2.4951, -4.2238, -2.6755], [1.2169, -0.5252, 2.3447], [1.4651, -0.0062, 3.6656], [0.6771, 0.9371, 4.1910], [-0.6336, 1.3398, 3.5711], [-0.8077, 0.8205, 2.1171], [0.2360, -0.0078, 1.5974], [3.2247, -3.2111, 1.5242], [2.4959, -2.9876, 3.1251], [3.8135, -1.9401, 2.6055], [-0.3734, -2.7786, -3.7498], [0.2647, -3.9899, -5.8214], [2.3121, -5.3523, -5.8544], [3.7294, -5.5132, -3.8522], [3.1124, -4.2868, -1.7942], [2.3509, -0.3389, 4.1789], [0.8970, 1.4026, 5.1369], [-1.3954, 0.8357, 4.1935], [-1.7443, 0.2252, 2.0538], [-1.6616, 4.7486, 5.7269], [-1.9231, 5.0442, 3.6255], [-0.8356, 6.4019, 3.1182], [0.4183, 6.1459, 2.5702], [1.2915, 7.1982, 2.3513], [0.9271, 8.4902, 2.6985], [-0.3107, 8.7371, 3.2737], [-1.1926, 7.6947, 3.4946], [-3.6616, 5.4125, 3.2464], [-4.5970, 4.6129, 3.8992], [-5.9439, 4.8968, 3.7935], [-6.3596, 5.9934, 3.0506], [-5.4290, 6.7816, 2.3922], [-4.0772, 6.4936, 2.4770], [-1.4647, 3.4515, 2.8230], [-1.5972, 3.0741, 1.4631], [-0.7945, 1.5235, -0.1256], [-0.9560, 1.8975, 1.1254], [-0.9097, 2.7280, 3.7328], [-2.6789, 3.6313, 0.1341], [-2.4026, 1.8838, -1.2075], [-4.4464, 3.6036, 0.5516], [-4.8817, 2.4896, 1.2670], [-6.2272, 2.3261, 1.5283], [-7.1359, 3.2612, 1.0564], [-6.7028, 4.3579, 0.3282], [-5.3524, 4.5441, 0.0791], [-2.2497, 5.1362, -0.7966], [-2.8824, 5.2981, -2.0304], [-2.5876, 6.3999, -2.8103], [-1.6521, 7.3284, -2.3752], [-1.0086, 7.1531, -1.1613], [-1.3045, 6.0575, -0.3656], [0.7085, 5.1302, 2.3335], [2.2628, 7.0039, 1.9228], [1.6149, 9.3052, 2.5338], [-0.5854, 9.7386, 3.5665], [-2.1440, 7.8741, 3.9770], [-4.2562, 3.7891, 4.5137], [-6.6616, 4.2813, 4.3123], [-7.4094, 6.2382, 2.9968], [-5.7551, 7.6399, 1.8229], [-3.3562, 7.1154, 1.9658], [-4.1598, 1.7561, 1.6076], [-6.5652, 1.4666, 2.0873], [-8.1863, 3.1358, 1.2652], [-7.4183, 5.0701, -0.0511], [-5.0161, 5.4068, -0.4778], [-3.5951, 4.5554, -2.3724], [-3.0810, 6.5349, -3.7604], [-1.4207, 8.1853, -2.9880], [-0.2703, 7.8665, -0.8294], [-0.8055, 5.9217, 0.5816], [0.7879, 0.3498, -2.1861], [0.2785, 0.6003, -3.2029], [-0.3240, 0.8488, -4.3022], [0.2760, 1.5535, -5.4243], [0.1010, 0.6915, -6.6825], [-1.2523, 0.3642, -6.8727], [-1.7641, -0.3986, -5.8109], [-1.6966, 0.3944, -4.4994], [1.3302, 1.7408, -5.2220], [-0.2488, 2.5056, -5.5588], [0.7110, -0.2198, -6.5934], [0.4106, 1.2525, -7.5649], [-1.2018, -1.3377, -5.7013], [-2.8028, -0.6235, -6.0568], [-2.0056, -0.2152, -3.6461], [-2.3437, 1.2768, -4.5705]]
}

=====

No. 2
{
  "formula": "C45H41BaCl2GeN4O2P2",
  "method": "ωB97M-V with the def2-TZVPD basis set",
  "multiplicity": 2,
  "orbital_gap_ha": [0.248, 0.183],
  "s2": 0.7537,
  "e_above_lowest_kcal_mol": 39.40,
  "elements": ["Ba", "Cl", "C", "C", "C", "N", "C", "O", "C", "C", "C", "C", "C", "N", "C", "C", "C", "Cl", "N", "C", "O", "C", "C", "C", "C", "C", "N", "H", "H", "H", "H", "H", "H", "H", "H", "H", "H", "C", "P", "C", "C", "C", "C", "C", "C", "C", "P", "C", "C", "H", "H", "H", "H", "H", "H", "H", "H", "H", "H", "H", "H", "H", "H", "H", "H", "C", "Ge", "C", "C", "C", "C", "C", "C", "C", "C", "C", "C", "C", "C", "C", "C", "C", "C", "H", "H", "H", "H", "H", "H", "H", "H", "H", "H", "H", "H", "H", "H", "H"],
  "positions_angstrom": [[0.4907, -0.0483, 0.3620], [4.1199, 4.1793, 4.7002], [2.8451, 3.6015, 3.6995], [3.1399, 2.7836, 2.6313], [2.1222, 2.2658, 1.8240], [2.3381, 1.4054, 0.7878], [3.4068, 1.4915, -0.0028], [4.2474, 2.3843, -0.0522], [3.5046, 0.3752, -1.0198], [4.7571, 0.0593, -1.5491], [4.8569, -0.9366, -2.5020], [3.6915, -1.5421, -2.9517], [2.4954, -1.1581, -2.3755], [2.3970, -0.2419, -1.4213], [0.7688, 2.5780, 2.1323], [0.5014, 3.4494, 3.1948], [1.5206, 3.9543, 3.9725], [1.1578, 5.0335, 5.2703], [-0.2097, 1.9319, 1.4421], [-1.3790, 2.5041, 1.1793], [-1.6576, 3.6993, 1.2234], [-2.4550, 1.5374, 0.7587], [-3.7368, 2.0642, 0.5908], [-4.7897, 1.2120, 0.3322], [-4.5259, -0.1501, 0.2523], [-3.2164, -0.5793, 0.3970], [-2.1957, 0.2380, 0.6312], [4.1690, 2.5397, 2.4209], [5.6223, 0.6049, -1.2042], [5.8159, -1.2323, -2.9002], [3.7009, -2.2933, -3.7265], [1.5611, -1.6131, -2.6813], [-0.5229, 3.7186, 3.3999], [-3.8591, 3.1332, 0.6810], [-5.7933, 1.5940, 0.2091], [-5.3257, -0.8572, 0.0888], [-2.9693, -1.6337, 0.3382], [-3.1275, -2.2274, -2.5095], [-1.4887, -1.3668, -2.4639], [-1.9225, 0.0268, -3.5950], [-0.6096, -2.5141, -3.5911], [-0.4316, -2.2965, -4.9507], [0.2729, -3.2083, -5.7182], [0.8171, -4.3358, -5.1279], [0.6422, -4.5619, -3.7744], [-0.0652, -3.6569, -2.9980], [-0.3610, -3.8787, -1.2003], [-1.1623, -5.5507, -1.2865], [1.3197, -4.4070, -0.6430], [-3.3359, -2.5668, -3.5249], [-3.8990, -1.5311, -2.1864], [-3.1108, -3.0835, -1.8385], [-2.5298, -0.2913, -4.4438], [-1.0093, 0.5063, -3.9463], [-2.4873, 0.7518, -3.0076], [-0.8425, -1.4208, -5.4275], [0.4004, -3.0361, -6.7768], [1.3814, -5.0381, -5.7221], [1.0609, -5.4506, -3.3275], [-0.4589, -6.3221, -1.5918], [-1.9900, -5.5241, -1.9928], [-1.5481, -5.7927, -0.2989], [1.7184, -5.2238, -1.2427], [1.2549, -4.7333, 0.3944], [1.9919, -3.5500, -0.6875], [1.0919, -1.0357, 3.9294], [2.3896, -1.1938, 2.3875], [4.0655, -0.4088, 3.1925], [4.1629, -0.3642, 4.5779], [5.2641, 0.1901, 5.2040], [6.2936, 0.7333, 4.4577], [6.2026, 0.7193, 3.0777], [5.1051, 0.1459, 2.4577], [2.7657, -3.1915, 2.3361], [1.8508, -4.0632, 2.8740], [2.1309, -5.4318, 3.0007], [3.3350, -5.9354, 2.5897], [4.2717, -5.0972, 1.9490], [5.4977, -5.5836, 1.4457], [6.3531, -4.7625, 0.7659], [6.0209, -3.4164, 0.5536], [4.8553, -2.9125, 1.0573], [3.9609, -3.7187, 1.7859], [1.3782, -1.6718, 4.7642], [0.0754, -1.2988, 3.6345], [1.0781, -0.0046, 4.2761], [3.3591, -0.7533, 5.1856], [5.3150, 0.1998, 6.2823], [7.1511, 1.1703, 4.9479], [6.9732, 1.1770, 2.4723], [5.0586, 0.1804, 1.3777], [0.8953, -3.6910, 3.2256], [1.3910, -6.0838, 3.4449], [3.5713, -6.9826, 2.7298], [5.7495, -6.6248, 1.5945], [7.2884, -5.1418, 0.3805], [6.6928, -2.7788, -0.0029], [4.5785, -1.8827, 0.8841]]
}

=====

No. 3
{
  "formula": "C45H41BrN4RuSSb2",
  "method": "ωB97M-V with the def2-TZVPD basis set",
  "multiplicity": 6,
  "orbital_gap_ha": [0.255, 0.192],
  "s2": 8.8081,
  "charge": 1,
  "e_above_lowest_kcal_mol": 14.27,
  "elements": ["Ru", "C", "C", "N", "N", "C", "N", "S", "C", "C", "C", "C", "C", "N", "H", "H", "H", "H", "H", "H", "H", "H", "H", "Br", "C", "C", "C", "C", "C", "C", "C", "C", "C", "C", "H", "H", "H", "H", "H", "H", "C", "C", "C", "Sb", "C", "C", "C", "C", "C", "C", "C", "C", "C", "C", "C", "C", "Sb", "C", "C", "C", "C", "C", "C", "C", "C", "C", "C", "C", "C", "H", "H", "H", "H", "H", "H", "H", "H", "H", "H", "H", "H", "H", "H", "H", "H", "H", "H", "H", "H", "H", "H", "H", "H", "H", "H"],
  "positions_angstrom": [[-0.1748, 0.7541, -0.0776], [-1.5797, -1.4626, -3.4967], [-1.1267, -0.4041, -2.5628], [-0.8351, -0.7081, -1.1873], [-1.3412, -1.8399, -0.7274], [-1.2179, -1.9655, 0.6064], [-1.6002, -3.1353, 1.1356], [-0.6210, -0.7060, 1.6230], [-0.9522, 0.9394, -2.8990], [-1.2310, 1.4650, -4.1799], [-1.0827, 2.8152, -4.4062], [-0.6459, 3.6442, -3.3765], [-0.3527, 3.0715, -2.1435], [-0.4904, 1.7789, -1.9047], [-1.4776, -2.4442, -3.0455], [-2.6319, -1.3253, -3.7657], [-1.0016, -1.4344, -4.4240], [-2.0908, -3.7925, 0.5521], [-1.6573, -3.2377, 2.1343], [-1.5836, 0.8087, -4.9634], [-1.3143, 3.2280, -5.3797], [-0.5181, 4.7077, -3.5161], [0.0127, 3.6724, -1.3198], [0.6746, 2.6740, 1.3465], [-1.0702, 3.2968, 1.8515], [-1.1717, 4.3458, 2.7113], [-2.4588, 4.8160, 3.0396], [-3.5601, 4.2325, 2.4849], [-3.4469, 3.1451, 1.5859], [-4.5946, 2.5570, 1.0031], [-4.4578, 1.5147, 0.1360], [-3.1810, 1.0006, -0.1702], [-2.0299, 1.5165, 0.3697], [-2.1627, 2.6327, 1.2538], [-0.2906, 4.8135, 3.1305], [-2.5611, 5.6443, 3.7275], [-4.5517, 4.5965, 2.7263], [-5.5707, 2.9506, 1.2578], [-5.3316, 1.0648, -0.3191], [-3.1363, 0.1553, -0.8454], [1.7822, -3.3226, -2.0228], [2.7786, -2.4851, -2.7724], [2.4127, -1.0118, -2.8723], [2.4510, 0.1438, -1.0580], [4.4733, -0.2632, -0.5395], [5.4385, 0.0801, -1.4834], [6.7730, -0.2228, -1.2615], [7.1554, -0.8637, -0.0901], [6.2005, -1.1941, 0.8587], [4.8635, -0.8940, 0.6334], [2.8436, 2.0183, -2.0068], [2.5637, 2.2488, -3.3493], [2.7907, 3.4977, -3.9140], [3.2912, 4.5321, -3.1367], [3.5733, 4.3117, -1.7951], [3.3537, 3.0610, -1.2371], [2.1021, -3.1221, 0.4693], [3.9266, -4.2064, 0.5239], [4.6749, -4.2538, 1.7021], [5.8979, -4.9073, 1.7411], [6.3972, -5.5210, 0.6011], [5.6632, -5.4800, -0.5756], [4.4395, -4.8289, -0.6120], [1.9896, -2.7800, 2.6643], [1.5682, -3.8354, 3.4718], [1.3908, -3.6603, 4.8388], [1.6365, -2.4221, 5.4163], [2.0537, -1.3630, 4.6224], [2.2197, -1.5431, 3.2565], [1.8920, -4.3994, -2.1351], [0.7437, -3.0163, -2.1207], [2.8641, -2.8699, -3.7985], [3.7825, -2.5906, -2.3447], [1.4256, -0.8878, -3.3247], [3.1318, -0.5008, -3.5172], [5.1587, 0.5940, -2.3977], [7.5143, 0.0424, -2.0046], [8.1977, -1.0992, 0.0829], [6.4871, -1.6944, 1.7749], [4.1369, -1.1681, 1.3878], [2.1540, 1.4614, -3.9731], [2.5756, 3.6608, -4.9635], [3.4704, 5.5053, -3.5763], [3.9761, 5.1121, -1.1863], [3.6045, 2.9019, -0.1916], [4.3063, -3.7754, 2.6000], [6.4613, -4.9358, 2.6657], [7.3514, -6.0314, 0.6309], [6.0426, -5.9581, -1.4701], [3.8911, -4.8158, -1.5454], [1.3854, -4.8151, 3.0397], [1.0688, -4.4925, 5.4522], [1.5033, -2.2835, 6.4815], [2.2457, -0.3934, 5.0657], [2.5194, -0.6943, 2.6491]]
}

=====

No. 4
{
  "formula": "C45H41IrN7O3P",
  "method": "ωB97M-V with the def2-TZVPD basis set",
  "multiplicity": 2,
  "orbital_gap_ha": [0.264, 0.166],
  "s2": 0.7684,
  "charge": 3,
  "e_above_lowest_kcal_mol": 17.01,
  "elements": ["Ir", "N", "C", "N", "C", "N", "N", "C", "C", "C", "C", "C", "C", "N", "C", "C", "C", "C", "C", "C", "H", "H", "H", "H", "H", "H", "H", "H", "H", "H", "H", "C", "C", "C", "C", "C", "C", "C", "C", "C", "C", "O", "O", "H", "H", "H", "H", "H", "H", "H", "H", "H", "H", "H", "N", "C", "C", "C", "N", "H", "H", "H", "H", "O", "P", "C", "C", "C", "C", "C", "C", "C", "C", "C", "C", "C", "C", "C", "C", "C", "C", "C", "C", "H", "H", "H", "H", "H", "H", "H", "H", "H", "H", "H", "H", "H", "H", "H"],
  "positions_angstrom": [[0.5340, 0.2177, 0.7560], [-1.4179, 2.0546, -2.8774], [-0.4942, 1.6176, -2.0365], [-0.7530, 0.8710, -0.9962], [-2.0789, 0.5106, -0.7378], [-2.3682, -0.1377, 0.3443], [-1.3349, -0.3481, 1.1673], [-1.5012, -0.9798, 2.2661], [-0.3169, -1.2774, 3.0319], [-0.3276, -2.0781, 4.1622], [0.8587, -2.3345, 4.8309], [2.0238, -1.7387, 4.3757], [1.9684, -0.9370, 3.2485], [0.8402, -0.7391, 2.5737], [-3.1166, 0.8861, -1.6686], [-4.4535, 0.5061, -1.5054], [-5.4011, 0.9369, -2.4062], [-5.0322, 1.7391, -3.4890], [-3.7180, 2.1227, -3.6653], [-2.7622, 1.6975, -2.7528], [-1.1546, 2.6689, -3.6349], [0.5282, 1.9217, -2.2117], [-2.5023, -1.2428, 2.5837], [-1.2708, -2.4922, 4.4923], [0.8784, -2.9809, 5.6977], [2.9645, -1.8840, 4.8864], [2.8583, -0.4371, 2.8919], [-4.7152, -0.1199, -0.6642], [-6.4369, 0.6574, -2.2730], [-5.7786, 2.0567, -4.2040], [-3.4320, 2.7398, -4.5083], [1.9256, 8.5087, 2.6397], [1.4404, 7.1622, 2.2230], [0.8179, 6.3019, 3.0737], [0.4324, 4.9863, 2.6809], [-0.3160, 4.1987, 3.6825], [0.7614, 4.5022, 1.3555], [1.2722, 5.4057, 0.4400], [1.4680, 5.1186, -1.0162], [1.6260, 6.7172, 0.8888], [0.6597, 3.0293, 1.0226], [0.1217, 2.2166, 1.8564], [1.1489, 2.5755, -0.0114], [1.6060, 8.7695, 3.6446], [1.5973, 9.2771, 1.9378], [3.0191, 8.5267, 2.6126], [0.6085, 6.6195, 4.0870], [-0.2882, 4.6782, 4.6574], [0.0564, 3.1791, 3.7485], [-1.3644, 4.1066, 3.3739], [0.4978, 4.9522, -1.4894], [2.0524, 4.2133, -1.1523], [1.9602, 5.9495, -1.5164], [2.0746, 7.4024, 0.1782], [3.2443, -0.8966, -0.0347], [4.5771, -0.7510, -0.0681], [4.8641, 0.4964, 0.4443], [3.6223, 1.0458, 0.7718], [2.6464, 0.1942, 0.4659], [2.6771, -1.6909, -0.3013], [5.2310, -1.5237, -0.4362], [5.8313, 0.9513, 0.5626], [3.4036, 2.0034, 1.2110], [0.6843, -2.0228, 0.1772], [0.0528, -3.0360, -0.7888], [0.2773, -2.4962, -2.4959], [0.8847, -1.2651, -2.7357], [1.0678, -0.8223, -4.0389], [0.6551, -1.6092, -5.1052], [0.0541, -2.8386, -4.8676], [-0.1254, -3.2896, -3.5704], [-1.6959, -3.2703, -0.4585], [-2.0398, -3.8440, 0.7685], [-3.3739, -4.0029, 1.1023], [-4.3630, -3.6150, 0.2033], [-4.0201, -3.0523, -1.0175], [-2.6857, -2.8620, -1.3480], [0.8423, -4.6285, -0.5682], [2.0642, -4.6937, 0.0996], [2.6743, -5.9219, 0.3014], [2.0712, -7.0790, -0.1725], [0.8456, -7.0161, -0.8235], [0.2312, -5.7923, -1.0326], [1.2033, -0.6482, -1.9067], [1.5467, 0.1317, -4.2238], [0.8140, -1.2720, -6.1207], [-0.2680, -3.4503, -5.6994], [-0.5769, -4.2589, -3.3985], [-1.2597, -4.1816, 1.4430], [-3.6470, -4.4359, 2.0557], [-5.4050, -3.7660, 0.4523], [-4.7969, -2.7802, -1.7202], [-2.4122, -2.4109, -2.2944], [2.5176, -3.7880, 0.4836], [3.6190, -5.9748, 0.8255], [2.5609, -8.0336, -0.0353], [0.3700, -7.9241, -1.1681], [-0.7296, -5.7525, -1.5320]]
}